i | DFT (ωB97M-V/def2-TZVPD) results for C8H12O in the gas phase.

Element x y z (Å)
H (2.459, -0.534, 1.069)
O (-2.839, -0.168, 1.100)
H (-1.422, -1.941, 0.238)
C (-0.362, -1.696, 0.116)
H (3.612, -0.387, -0.371)
C (-0.964, 0.027, -1.646)
H (0.138, -1.864, 1.073)
C (0.271, 1.896, 1.060)
C (-1.897, 0.524, 1.416)
C (-0.278, 0.770, 0.631)
H (1.746, 0.180, -1.835)
H (1.213, 2.270, 0.677)
H (-0.190, 2.486, 1.845)
C (-0.188, -0.261, -0.366)
H (-0.843, 1.063, -1.972)
H (-0.616, -0.627, -2.452)
H (-2.010, 1.184, 2.314)
H (0.043, -2.397, -0.621)
C (1.563, -0.049, -0.785)
H (-2.032, -0.167, -1.506)
C (2.596, -0.309, 0.014)

Its charge is 0. As for the HOMO energy: -8.787 eV. The molecular weight is 124.18 u. The LUMO energy is 0.86 eV.



ii | DFT (ωB97M-V/def2-TZVPD) results for C8H12O in the gas phase.

Element x y z (Å)
H (0.193, 1.427, 1.990)
C (0.618, -0.072, -2.361)
O (-0.074, -1.678, 1.226)
C (0.763, -0.969, 0.233)
H (2.331, -0.830, 1.730)
H (-2.154, 1.517, -1.459)
H (-2.891, -0.037, -1.289)
H (0.120, -0.820, -2.988)
H (-2.911, 1.074, 0.108)
H (2.784, -1.520, 0.180)
C (-0.499, -0.365, 1.051)
H (0.306, 0.894, -2.772)
H (-1.420, 0.897, 2.485)
H (1.698, -0.196, -2.446)
C (2.169, -0.745, 0.653)
C (0.134, -0.223, -0.942)
H (2.563, 0.226, 0.323)
C (-2.317, 0.714, -0.734)
H (0.008, 0.052, 3.098)
C (-1.004, 0.110, -0.306)
C (-0.417, 0.545, 2.221)

Its charge is 0. As for the HOMO energy: -7.283 eV. The molecular weight is 124.18 u. The LUMO energy is 0.92 eV.



Tell me which of them is the most stable. Sure, it is i.



i | DFT (ωB97M-V/def2-TZVPD) results for a gas-phase ion, C8H14N3O (charge +1).

Element x y z (Å)
H (0.475, 1.404, 3.331)
H (-0.145, -0.421, 3.751)
N (0.569, 1.102, 1.265)
H (2.009, 1.919, 2.497)
H (-0.994, 0.658, -3.603)
H (0.681, 2.988, 2.536)
C (-1.756, -2.312, -1.371)
C (0.154, 0.705, -1.872)
H (0.825, 0.425, -4.024)
H (-2.564, -1.590, -1.147)
C (-0.155, -0.492, -1.473)
N (-0.413, -1.730, -1.604)
C (0.503, 1.862, -1.017)
C (0.350, -1.166, 3.319)
C (0.021, 0.987, -3.392)
C (0.938, 1.846, 2.470)
O (0.074, -1.111, 1.811)
H (0.438, -2.368, -1.640)
H (0.180, 2.014, -3.607)
N (0.631, 1.950, 0.220)
C (0.215, -0.128, 1.041)
H (-1.771, -3.143, -0.600)
H (0.504, 2.767, -1.664)
H (-2.018, -2.870, -2.252)
H (1.417, -1.120, 3.481)
H (-0.169, -2.176, 3.546)

Its charge is +1. As for the HOMO energy: -12.093 eV. The molecular weight is 168.22 u. The LUMO energy is -3.44 eV.



ii | DFT (ωB97M-V/def2-TZVPD) results for a molecular structure, C8H14N3O.

Element x y z (Å)
H (3.386, -0.083, -0.911)
H (-0.846, -2.770, 0.602)
H (-0.881, 2.163, 0.736)
H (3.111, 1.420, 0.056)
C (-2.357, 0.742, -0.395)
O (-0.409, 1.570, 1.291)
C (0.981, -0.796, 0.831)
C (-2.307, -1.606, -0.287)
H (-2.903, 2.627, -0.684)
C (-1.224, -1.843, 0.460)
H (-2.146, 0.329, 1.539)
C (-0.493, -0.733, 0.968)
N (-2.640, -0.389, -0.745)
H (1.446, -0.498, 1.836)
H (-0.051, -0.311, -1.457)
C (2.940, 0.390, -0.037)
H (1.005, 1.076, -1.941)
H (1.479, -0.809, -1.964)
H (-2.752, -2.353, -0.771)
H (3.225, -0.193, 0.792)
N (1.448, 0.227, -0.033)
H (1.314, -1.732, 0.558)
C (-1.149, 0.464, 1.155)
H (1.101, 1.139, 0.284)
N (-2.219, 1.957, -0.390)
C (0.940, 0.013, -1.493)

Its charge is +1. As for the HOMO energy: -12.147 eV. The molecular weight is 168.22 u. The LUMO energy is -3.84 eV.



Tell me which of them is the most stable. Sure, it is ii.



i | DFT (ωB97M-V/def2-TZVPD) results for a gas-phase ion, CH3O2S2 (charge -1).

Element x y z (Å)
H (-1.299, 0.883, -0.733)
S (0.581, -1.093, -0.612)
H (0.397, 0.166, 1.861)
C (-0.228, 0.684, -0.275)
O (0.787, -1.607, 0.767)
O (-0.591, -1.766, -1.275)
H (0.485, 1.502, -1.041)
S (-0.132, 1.229, 1.308)

Its charge is -1. As for the HOMO energy: -3.619 eV. The molecular weight is 111.17 u. The LUMO energy is 3.59 eV.



ii | DFT (ωB97M-V/def2-TZVPD) results for a gas-phase ion, CH3O2S2 (charge -1).

Element x y z (Å)
H (-0.908, -0.457, -1.226)
H (-0.263, -1.758, -0.320)
O (1.849, 0.005, -0.427)
S (-0.023, 2.165, -0.607)
C (-0.672, -0.684, -0.162)
H (-1.461, -0.532, 0.721)
O (0.811, 0.700, 1.817)
S (0.667, 0.560, 0.205)

Its charge is -1. As for the HOMO energy: -4.060 eV. The molecular weight is 111.17 u. The LUMO energy is 3.79 eV.



Tell me which of them is the most stable. Sure, it is ii.



i | DFT (ωB97M-V/def2-TZVPD) results for a molecular structure, C7H14N2.

Element x y z (Å)
H (1.794, 2.332, 0.237)
H (2.127, -1.838, 0.902)
C (1.031, -0.359, -0.203)
C (2.041, -0.746, 0.847)
H (1.757, -0.373, 1.831)
H (-0.711, -2.438, 1.321)
H (-2.183, -1.480, 1.466)
H (-0.630, -0.804, 1.983)
H (-1.357, -1.516, -0.931)
C (-0.902, -0.869, -0.170)
N (1.491, -0.699, -1.521)
N (0.835, 2.082, 0.441)
H (0.207, 2.857, 0.606)
H (1.691, -1.687, -1.631)
H (-2.626, 1.937, -0.163)
H (-2.830, 0.758, -1.477)
C (-2.105, 1.388, -0.953)
H (-1.745, 2.134, -1.670)
C (-1.113, -1.423, 1.225)
H (3.038, -0.353, 0.615)
C (0.317, 0.937, -0.088)
H (0.835, -0.412, -2.240)
C (-0.960, 0.571, -0.426)

Its charge is 0. As for the HOMO energy: -7.325 eV. The molecular weight is 126.20 u. The LUMO energy is 0.95 eV.



ii | DFT (ωB97M-V/def2-TZVPD) results for C7H14N2 in the gas phase.

Element x y z (Å)
H (1.400, -0.546, -4.634)
H (2.016, 1.068, 1.303)
N (0.732, -0.619, -1.532)
H (-2.742, -0.546, 0.378)
C (1.175, 0.799, 1.976)
H (1.329, -0.067, 2.588)
C (-1.820, -0.206, -0.305)
H (-1.736, -1.182, 2.228)
H (1.287, 1.700, 2.698)
N (0.699, -0.785, -0.339)
C (0.723, -0.595, -2.716)
H (-1.049, -2.353, 1.105)
C (-0.831, -1.458, 1.600)
H (-1.904, -0.908, -1.185)
C (-0.149, 0.902, 1.193)
C (1.554, 0.050, -3.781)
C (-0.452, -0.455, 0.495)
H (-1.008, 0.976, 1.925)
H (1.382, 1.203, -3.760)
H (0.108, -1.588, 2.232)
H (0.051, 1.813, 0.446)
H (2.655, 0.067, -3.507)
H (-1.784, 0.851, -0.584)

Its charge is 0. As for the HOMO energy: -7.971 eV. The molecular weight is 126.20 u. The LUMO energy is 0.68 eV.



Tell me which of them is the most stable. Sure, it is i.